1.
DFT (the ωB97M-V functional and the def2-TZVPD basis) results for one molecule with the formula C15H14N2O3.

As for the net charge: 0. As for the molecular weight: 270.3 g/mol. The value obtained for the total energy is -24905.8000 eV. The value obtained for the relative energy (zero: lowest compared OMol25 entry of this formula, charge and spin) is 7.35 kcal/mol. The calculation puts the orbital gap at 0.3419 hartree. As for the LUMO energy: 0.0121 Ha.

```
34
Properties=species:S:1:pos:R:3:forces:R:3
C 6.168 1.167 -0.822 -0.3 -0.2 0.2
C 5.724 0.579 0.509 0.4 0.5 0.0
H 6.486 -0.086 0.920 -0.1 0.1 0.0
H 5.502 1.380 1.222 0.1 -0.2 -0.1
O 4.564 -0.240 0.356 -0.1 -0.3 -0.1
C 3.382 0.380 0.345 -0.1 0.2 0.1
O 3.238 1.572 0.480 0.0 -0.1 0.0
C 2.253 -0.567 0.160 -0.4 -0.2 -0.1
C 0.956 -0.070 0.189 0.1 -0.3 0.0
C -0.115 -0.943 0.015 0.7 -0.2 0.0
C 0.184 -2.297 -0.184 -0.5 0.1 0.0
N 1.417 -2.763 -0.214 0.3 -0.4 -0.1
C 2.430 -1.935 -0.048 0.3 0.4 0.1
H 3.418 -2.370 -0.082 0.1 0.1 0.0
H -0.605 -3.022 -0.323 -0.1 0.1 0.0
N -1.404 -0.426 0.040 -0.2 0.4 0.0
C -2.596 -1.100 -0.058 0.1 0.2 0.0
O -2.687 -2.304 -0.157 0.0 -0.1 0.0
C -3.790 -0.209 -0.007 -0.4 0.1 0.0
C -3.801 1.077 -0.541 0.0 -0.1 0.1
C -4.953 1.841 -0.481 -0.1 0.1 0.0
C -6.097 1.335 0.114 0.0 0.0 0.0
C -6.096 0.051 0.634 0.0 0.0 0.0
C -4.952 -0.721 0.566 0.2 0.0 0.0
H -4.934 -1.727 0.954 0.0 -0.1 0.0
H -6.990 -0.349 1.089 -0.1 0.0 0.0
H -6.990 1.939 0.163 -0.1 0.0 0.0
H -4.958 2.835 -0.904 0.0 0.1 0.0
H -2.928 1.476 -1.039 0.1 0.0 0.0
H -1.455 0.572 0.191 -0.1 -0.2 0.0
H 0.802 0.989 0.348 0.0 0.1 0.0
H 6.339 0.373 -1.546 0.1 0.0 -0.1
H 5.401 1.836 -1.206 0.0 0.1 0.0
H 7.087 1.728 -0.684 0.1 0.1 0.0
```
Forces are in eV/Å.

=====

2.
DFT (the ωB97M-V functional and the def2-TZVPD basis) results for one molecule with the formula C15H14N2O5 in a non-equilibrium geometry.

As for the net charge: 0. As for the molecular weight: 302.3 g/mol. The value obtained for the total energy is -28997.4421 eV. The value obtained for the relative energy (zero: lowest compared OMol25 entry of this formula, charge and spin) is 74.48 kcal/mol. The calculation puts the orbital gap at 0.3200 hartree. As for the LUMO energy: -0.0202 Ha.

```
36
Properties=species:S:1:pos:R:3:forces:R:3
C -0.334 -1.453 -2.369 0.4 0.1 0.3
C 1.154 -1.527 -2.079 -0.2 -0.2 -0.5
H 1.736 -0.980 -2.828 -0.1 -0.1 0.1
H 1.507 -2.565 -2.068 0.0 0.2 0.0
O 1.377 -0.948 -0.796 -0.1 0.1 0.1
C 2.635 -0.895 -0.364 0.6 0.0 0.3
N 3.602 -1.355 -1.143 -0.6 -0.1 -0.2
C 4.859 -1.245 -0.742 0.2 0.1 0.2
C 5.232 -0.643 0.445 0.0 0.0 0.0
C 4.227 -0.169 1.275 -0.3 -0.1 -0.2
C 2.901 -0.312 0.896 0.0 -0.1 -0.3
C 1.823 0.188 1.779 0.1 0.3 0.2
O 1.917 1.168 2.477 0.1 -0.1 0.0
O 0.737 -0.592 1.721 0.0 -0.3 0.0
C -0.436 -0.155 2.395 -0.2 0.4 0.4
C -1.481 0.243 1.388 0.0 -0.1 -0.1
C -1.135 1.090 0.338 -0.1 -0.1 0.1
C -2.069 1.441 -0.613 -0.2 0.1 -0.1
C -3.363 0.946 -0.509 0.9 -0.4 1.0
C -3.728 0.111 0.540 -0.2 0.2 -0.3
C -2.782 -0.241 1.482 0.3 0.1 0.0
H -3.053 -0.897 2.295 0.0 -0.1 0.1
H -4.741 -0.257 0.594 0.0 0.0 0.0
N -4.340 1.299 -1.507 -0.4 0.1 -0.4
O -3.968 1.973 -2.444 0.0 0.2 -0.2
O -5.474 0.898 -1.353 -0.3 -0.1 0.0
H -1.819 2.096 -1.435 0.0 0.0 0.0
H -0.126 1.466 0.266 0.1 0.0 0.0
H -0.175 0.699 3.037 -0.1 -0.3 -0.1
H -0.784 -0.984 3.016 0.1 0.1 -0.1
H 4.450 0.302 2.221 0.0 0.1 0.1
H 6.270 -0.554 0.719 0.1 0.0 0.0
H 5.590 -1.657 -1.424 0.2 0.0 0.0
H -0.660 -0.418 -2.411 -0.1 0.1 0.0
H -0.891 -1.959 -1.585 -0.1 -0.1 0.0
H -0.545 -1.930 -3.322 0.0 0.0 -0.1
```
Forces are in eV/Å.

=====

3.
DFT (the ωB97M-V functional and the def2-TZVPD basis) results for C15H14N4O5S4SbTa as an isolated structure.

As for the net charge: 0. As for the molecular weight: 761.3 g/mol. The value obtained for the total energy is -83412.8104 eV. The value obtained for the relative energy (zero: lowest compared OMol25 entry of this formula, charge and spin) is 4.42 kcal/mol. The calculation puts the orbital gap at 0.2511 hartree. As for the LUMO energy: -0.0587 Ha.

```
44
Properties=species:S:1:pos:R:3:forces:R:3
Ta 0.079 -0.018 0.609 0.0 0.5 -0.5
O -0.678 -3.959 -0.281 -0.1 0.0 -0.1
C -0.834 -2.780 -0.143 0.2 0.2 0.2
O -0.147 -2.018 0.697 0.1 0.2 0.1
C -1.850 -1.969 -0.903 0.0 -0.2 0.0
C -2.834 -2.654 -1.626 0.0 0.1 0.0
C -3.770 -1.921 -2.288 0.0 0.0 0.0
C -3.703 -0.516 -2.242 0.0 0.0 0.0
C -4.649 0.282 -2.929 0.0 0.0 0.0
C -4.556 1.641 -2.906 0.0 0.0 0.0
C -3.506 2.255 -2.195 0.0 0.0 0.0
C -2.585 1.514 -1.514 0.0 -0.1 0.0
C -2.660 0.106 -1.507 0.1 0.0 -0.1
N -1.734 -0.658 -0.826 -0.4 0.1 0.1
H -2.810 -3.734 -1.626 0.0 0.0 0.0
H -4.561 -2.397 -2.854 0.0 0.0 0.0
H -5.438 -0.215 -3.479 0.0 0.0 0.0
H -5.276 2.248 -3.438 0.0 0.0 0.0
H -3.413 3.333 -2.201 0.0 0.0 0.0
H -1.780 2.002 -0.995 0.0 0.0 0.0
S 0.351 3.080 -3.103 -0.1 0.1 -0.1
Sb 1.557 2.155 -1.488 0.0 -0.1 0.0
S 0.065 2.317 0.578 -0.1 -0.4 0.0
S 1.152 -0.280 -1.525 0.0 0.2 0.0
S 3.652 2.519 -0.848 0.1 0.0 0.1
C 5.590 -0.905 0.687 0.0 0.0 0.0
C 4.323 -0.429 1.300 0.0 0.1 0.0
C 4.079 0.313 2.442 0.0 -0.1 0.0
C 2.711 0.560 2.468 0.0 0.1 0.0
N 2.131 -0.013 1.388 0.4 -0.1 0.1
N 3.146 -0.619 0.716 -0.2 -0.1 0.0
C 2.019 1.383 3.497 0.0 0.0 0.0
H 6.414 -0.769 1.383 0.0 0.0 0.0
H 5.800 -0.331 -0.216 0.0 0.0 0.0
H 5.532 -1.961 0.424 0.0 0.0 0.0
H 4.805 0.666 3.152 0.0 0.0 0.0
H 2.936 -0.964 -0.213 0.1 0.0 0.0
H 2.769 1.970 4.023 0.0 0.0 0.0
H 1.492 0.766 4.222 0.0 0.0 0.0
H 1.303 2.065 3.041 0.0 0.0 0.0
O -1.839 0.045 1.719 -0.3 -0.4 -0.1
N -1.324 -0.546 2.737 0.3 0.4 -0.3
O -1.908 -1.240 3.486 -0.1 0.2 0.3
O -0.053 -0.328 2.774 0.0 -0.5 0.2
```
Forces are in eV/Å.

=====

4.
DFT (the ωB97M-V functional and the def2-TZVPD basis) results for one molecule with the formula C15H15BrO4 in a non-equilibrium geometry.

As for the net charge: 0. As for the molecular weight: 339.2 g/mol. The value obtained for the total energy is -94029.2802 eV. The value obtained for the relative energy (zero: lowest compared OMol25 entry of this formula, charge and spin) is 6.77 kcal/mol. The calculation puts the orbital gap at 0.3239 hartree. As for the LUMO energy: 0.0074 Ha.

```
35
Properties=species:S:1:pos:R:3:forces:R:3
O -0.186 -0.117 0.827 -1.2 -0.1 -0.4
Br -0.942 3.619 -0.332 0.0 -0.6 -0.4
O 0.227 0.910 -1.919 0.0 -0.2 0.2
O 1.599 -2.011 1.931 0.1 -0.6 -0.3
O 3.274 1.577 -0.016 -0.6 -0.3 -0.7
C 0.648 0.718 0.553 0.4 -1.3 0.8
C 2.349 1.403 -1.030 -1.0 0.3 1.0
C 1.050 1.011 -0.827 2.2 1.4 0.2
C -3.935 1.122 -1.686 -0.6 -0.7 -0.6
C -3.261 0.017 -2.225 -0.2 0.1 0.5
C -3.224 2.161 -1.138 1.4 -0.2 -0.1
C -1.883 -0.058 -2.178 -0.2 0.2 -0.6
C -1.818 2.123 -1.174 0.2 -0.6 -0.1
C -1.126 1.002 -1.736 -0.9 1.5 1.0
C 2.136 -0.426 3.586 0.5 0.7 0.4
C 3.398 -0.464 1.346 -0.4 0.1 -0.6
C 1.246 0.750 3.114 0.1 0.2 0.4
C 2.680 -1.257 2.454 -0.2 -0.5 -0.2
C 2.954 1.010 1.280 0.3 0.5 0.6
C 1.505 1.289 1.679 -0.2 -0.5 -0.5
H 0.882 -1.442 1.608 0.2 0.0 0.2
H 2.695 1.710 -2.027 0.1 -0.3 0.6
H -5.029 1.188 -1.721 0.5 -0.2 0.1
H -3.773 -0.841 -2.643 -0.3 0.2 0.0
H -3.700 3.009 -0.677 -0.1 0.1 0.0
H -1.353 -0.903 -2.586 0.0 -0.2 0.0
H 1.595 -1.099 4.259 -0.1 0.1 -0.2
H 2.951 -0.031 4.206 0.1 0.0 -0.3
H 3.222 -0.947 0.351 0.0 0.2 0.9
H 4.473 -0.499 1.528 0.0 0.2 -0.1
H 0.210 0.499 3.316 -0.3 0.0 -0.6
H 1.444 1.575 3.810 0.0 0.0 -0.3
H 3.393 -1.985 2.876 -0.3 0.1 -0.3
H 3.532 1.556 2.047 0.2 0.0 -0.7
H 1.287 2.353 1.663 0.4 0.3 0.0
```
Forces are in eV/Å.

=====

5.
DFT (the ωB97M-V functional and the def2-TZVPD basis) results for one molecule with the formula C15H15Cl2N5O.

As for the net charge: 0. As for the molecular weight: 352.2 g/mol. The value obtained for the total energy is -50342.0201 eV. The value obtained for the relative energy (zero: lowest compared OMol25 entry of this formula, charge and spin) is 2.45 kcal/mol. The calculation puts the orbital gap at 0.3151 hartree. As for the LUMO energy: 0.0077 Ha.

```
38
Properties=species:S:1:pos:R:3:forces:R:3
C -3.244 -2.505 -1.908 -0.2 0.0 0.1
C -3.865 -2.717 -0.534 0.2 -0.1 0.0
H -4.697 -2.023 -0.397 -0.1 -0.1 0.0
H -4.261 -3.733 -0.466 -0.1 0.0 0.0
C -2.844 -2.510 0.592 -0.3 0.0 0.0
C -2.368 -1.089 0.645 0.0 0.1 0.2
C -3.172 -0.097 1.154 -0.1 -0.1 0.0
C -2.767 1.269 1.192 0.0 0.1 0.0
O -3.344 2.260 1.606 0.0 0.3 0.1
N -1.483 1.388 0.645 0.5 -0.5 -0.3
C -0.715 0.352 0.159 -0.5 0.5 0.3
N -1.133 -0.877 0.146 0.4 -0.4 -0.2
N 0.470 0.838 -0.272 0.4 0.1 -0.3
C 0.441 2.130 -0.053 -0.6 -0.2 0.3
N 1.457 2.981 -0.285 -0.1 0.5 0.0
H 1.241 3.965 -0.305 0.0 -0.1 0.0
C 2.614 2.530 -1.046 0.0 -0.3 -0.1
C 3.230 1.328 -0.377 0.3 -0.1 -0.1
C 3.740 1.452 0.909 0.0 -0.1 -0.2
C 4.282 0.374 1.583 0.0 -0.1 0.0
C 4.315 -0.862 0.955 -0.2 0.3 -0.2
C 3.816 -1.019 -0.326 0.0 0.0 0.1
C 3.275 0.075 -0.982 0.3 0.2 0.4
Cl 2.657 -0.163 -2.565 -0.1 -0.2 -0.4
H 3.838 -1.984 -0.808 0.0 -0.1 0.0
Cl 4.985 -2.220 1.775 0.1 -0.2 0.1
H 4.672 0.486 2.581 0.0 0.0 0.1
H 3.704 2.416 1.393 0.0 0.1 0.1
H 3.331 3.353 -1.064 -0.1 -0.1 0.0
H 2.331 2.276 -2.073 0.1 0.2 0.2
N -0.743 2.533 0.487 -0.2 0.1 0.0
H -1.073 3.403 0.873 0.0 -0.1 0.0
H -4.148 -0.327 1.550 -0.1 0.0 0.0
H -1.981 -3.153 0.421 0.0 0.0 0.1
H -3.305 -2.773 1.546 0.1 0.0 0.0
H -2.426 -3.204 -2.066 0.1 -0.1 -0.1
H -3.985 -2.655 -2.690 0.0 0.0 -0.1
H -2.846 -1.497 -1.995 0.1 0.1 -0.1
```
Forces are in eV/Å.

=====

6.
DFT (the ωB97M-V functional and the def2-TZVPD basis) results for one molecule with the formula C15H15ClN2O2 in a non-equilibrium geometry.

As for the net charge: 0. As for the molecular weight: 290.7 g/mol. The value obtained for the total energy is -35395.6774 eV. The value obtained for the relative energy (zero: lowest compared OMol25 entry of this formula, charge and spin) is 27.85 kcal/mol. The calculation puts the orbital gap at 0.3089 hartree. As for the LUMO energy: 0.0250 Ha.

```
35
Properties=species:S:1:pos:R:3:forces:R:3
O 2.869 3.259 2.021 0.2 -0.1 0.0
C 2.308 2.402 1.364 -0.2 0.2 0.0
N 0.964 2.203 1.473 -0.3 0.4 0.2
C 0.188 1.122 1.036 -0.4 -0.5 -0.1
C 0.642 -0.191 1.109 -0.2 0.2 0.1
C -0.150 -1.231 0.672 -0.1 0.0 -0.1
C -1.443 -1.027 0.174 0.1 0.4 0.2
N -2.282 -2.047 -0.232 -0.2 -0.2 0.1
C -1.983 -3.438 0.039 0.1 -0.2 0.0
C -1.472 -3.985 -1.293 -0.1 0.0 0.1
C -2.401 -3.289 -2.292 0.1 0.0 0.0
H -1.894 -3.055 -3.225 0.0 0.0 -0.1
C -2.871 -2.006 -1.566 -0.2 0.1 -0.3
H -3.962 -1.990 -1.485 0.1 0.1 -0.1
H -2.551 -1.109 -2.094 -0.1 0.0 0.1
H -3.256 -3.925 -2.521 0.0 0.0 -0.1
H -1.526 -5.070 -1.354 0.1 -0.1 0.0
H -0.438 -3.675 -1.449 0.0 0.0 0.0
H -1.296 -3.560 0.872 -0.1 0.0 0.0
H -2.928 -3.930 0.300 0.1 -0.1 0.1
C -1.899 0.302 0.169 0.1 -0.2 0.0
C -1.103 1.353 0.574 0.4 0.0 0.0
H -1.495 2.358 0.546 0.0 0.1 0.0
Cl -3.527 0.670 -0.299 -0.2 0.1 0.1
H 0.253 -2.230 0.717 0.0 -0.1 0.0
H 1.625 -0.399 1.505 0.1 0.0 0.0
H 0.484 2.917 2.008 0.2 -0.1 0.0
C 3.038 1.588 0.378 1.2 0.1 0.2
C 4.387 1.345 0.309 -0.8 0.2 0.2
C 4.589 0.582 -0.860 -0.4 -0.1 -0.3
C 3.356 0.431 -1.423 0.8 -0.2 -0.1
O 2.416 1.032 -0.687 -0.3 0.2 0.0
H 3.035 -0.062 -2.319 -0.1 0.0 -0.1
H 5.519 0.206 -1.233 0.2 -0.1 -0.1
H 5.121 1.674 1.015 0.1 0.1 0.2
```
Forces are in eV/Å.